C13H48O11 | ωB97M-V/def2-TZVPD

The geometry in XYZ format:
```
72
Properties=species:S:1:pos:R:3:forces:R:3:mulliken_spin:R:1
C -17.706 -27.650 -5.614 -1.4 0.3 0.5 -0.001
O -17.186 -28.085 -6.815 2.4 0.4 -0.9 0.006
H -18.526 -28.332 -5.392 0.0 0.2 0.9 0.001
H -16.960 -27.583 -4.823 0.0 -0.3 0.0 0.000
H -18.140 -26.666 -5.790 -0.2 0.4 0.5 0.001
H -17.838 -28.628 -7.263 -0.5 -0.5 -0.8 -0.002
C -20.333 -28.532 -8.112 0.5 0.2 -0.2 0.000
O -19.099 -29.279 -8.179 -0.6 0.4 0.4 0.000
H -20.479 -28.238 -7.072 -0.1 -0.2 0.0 0.000
H -20.244 -27.613 -8.691 0.0 0.1 -0.1 0.000
H -21.195 -29.074 -8.500 0.1 -0.2 0.2 0.000
H -19.043 -29.815 -8.974 0.0 -0.5 -0.3 0.000
C -13.410 -28.773 -8.079 0.5 0.4 0.3 -0.002
O -13.697 -27.917 -9.241 0.0 -1.2 1.3 0.005
H -14.184 -28.728 -7.313 -0.2 0.2 -0.2 0.000
H -13.240 -29.832 -8.271 -0.3 0.2 -0.9 0.000
H -12.472 -28.439 -7.636 0.0 0.1 0.1 0.000
H -13.613 -27.036 -8.870 0.0 0.2 -0.3 0.000
C -16.266 -25.089 -8.234 0.3 -0.5 -0.8 0.002
O -15.490 -26.020 -7.535 -0.1 2.2 -1.7 0.448
H -16.872 -24.380 -7.671 0.3 0.5 1.1 0.105
H -15.808 -24.580 -9.081 0.9 -0.1 0.6 0.018
H -17.169 -25.517 -8.669 -0.6 -1.1 -0.3 0.091
H -16.070 -26.590 -7.025 -1.0 -1.3 0.5 -0.014
C -20.275 -26.618 -12.474 -0.7 0.1 -0.9 -0.001
O -20.358 -25.867 -13.726 0.1 -1.1 1.3 0.001
H -20.300 -27.697 -12.625 0.9 -0.1 -0.8 0.001
H -19.394 -26.303 -11.915 -0.2 -0.1 0.2 -0.002
H -21.209 -26.582 -11.913 0.0 1.1 0.4 0.000
H -19.877 -25.054 -13.557 0.0 0.3 -0.1 0.000
C -16.893 -27.528 -10.726 0.4 -0.2 0.1 0.024
O -16.835 -26.229 -11.255 -0.8 0.7 0.9 0.241
H -17.745 -28.020 -11.194 0.4 -0.6 -0.5 0.028
H -15.885 -27.941 -10.753 -0.4 -0.7 -0.6 -0.008
H -17.155 -27.610 -9.672 -0.1 0.7 0.5 0.020
H -15.950 -26.068 -11.590 0.9 0.1 -0.3 -0.013
C -13.359 -23.414 -9.988 -0.4 0.5 0.0 -0.001
O -13.680 -23.606 -11.318 -0.5 -0.1 -1.9 0.001
H -12.404 -22.892 -9.937 0.0 0.0 0.5 0.000
H -14.185 -22.775 -9.678 0.4 0.2 1.0 0.001
H -13.349 -24.333 -9.402 0.1 -0.1 0.2 0.000
H -13.619 -24.506 -11.646 0.3 -0.3 0.5 0.000
C -16.818 -31.358 -10.208 -0.8 -1.8 1.2 0.001
O -18.292 -31.574 -9.969 1.5 2.1 -1.0 0.000
H -16.458 -32.087 -10.935 -0.1 -0.1 0.1 0.000
H -16.410 -30.398 -10.525 -1.4 0.5 -0.3 0.000
H -16.332 -31.506 -9.244 0.2 -0.3 0.0 0.000
H -18.483 -32.434 -9.589 0.6 -0.1 0.0 0.000
C -13.612 -25.881 -13.623 1.0 0.2 -1.6 0.000
O -13.935 -26.184 -12.261 -0.8 0.5 -0.8 0.000
H -14.313 -26.113 -14.425 -0.8 -0.6 0.6 0.000
H -13.420 -24.834 -13.855 0.0 0.3 1.1 0.000
H -12.695 -26.389 -13.922 0.1 -0.1 0.3 0.000
H -13.781 -27.127 -12.175 0.2 -0.6 0.2 -0.001
C -16.965 -23.206 -14.280 1.3 1.9 0.0 0.009
C -17.214 -22.593 -12.879 -0.4 -2.5 -1.3 0.003
O -18.131 -23.540 -12.356 -1.6 -0.2 1.5 0.038
H -17.837 -23.213 -14.933 -0.1 -0.2 0.4 0.000
H -16.498 -24.184 -14.171 -0.3 -0.1 0.0 0.000
H -16.220 -22.556 -14.740 0.2 -0.1 -0.5 0.001
H -17.707 -21.621 -12.899 0.4 -0.1 0.2 0.000
H -16.329 -22.738 -12.260 0.4 1.2 -0.2 0.001
H -17.655 -24.357 -12.196 0.0 -0.1 0.0 -0.002
C -13.404 -31.276 -12.636 -1.0 1.1 1.1 0.000
C -12.968 -30.334 -11.469 1.2 -2.5 -2.8 0.000
O -13.631 -29.134 -11.706 -0.7 0.7 0.9 0.000
H -14.488 -31.224 -12.532 -0.3 -0.7 0.1 0.000
H -13.064 -32.308 -12.541 0.2 0.2 -0.3 0.000
H -13.303 -30.781 -13.601 0.9 -0.3 -0.1 0.000
H -11.892 -30.179 -11.548 0.2 0.0 0.4 0.000
H -13.191 -30.875 -10.549 -0.3 0.5 0.4 0.000
H -13.671 -28.805 -10.805 -0.3 1.2 0.2 -0.001
```
Positions in Å, forces in eV/Å.

## Properties
Energy relative to the best compared isomer or geometry (same formula, charge and spin), kcal per mole: 91.64
HOMO energy (alpha / beta), Ha: -0.4480 / -0.4447
⟨S²⟩: 0.756
2S+1: 2
Charge: +1